No. 1
Here is a cluster of 2 separate species, C4H10OS in total from OMol25. Energies are from ωB97M-V/def2-TZVPD.

Computed properties:
HOMO = -8.354 eV
energy above the lowest of the compared OMol25 structures with the same formula, charge and spin = 106.5 kcal per mole
total energy = -631.6550 Eh
SMILES = C=CO.CCS
HOMO-LUMO gap = 8.418 eV

Each line ends with the natural charge from an NBO analysis.
Atoms and positions in Å:
C: -2.55 -0.73 -0.03  -0.551
C: -2.77 0.62 0.18  0.225
O: -2.58 1.36 1.34  -0.752
H: -3.18 -1.46 -0.53  0.215
H: -1.53 -1.06 -0.10  0.199
H: -3.18 1.19 -0.58  0.143
H: -3.40 1.69 1.88  0.522
C: 1.41 -0.89 -0.62  -0.640
C: 2.23 0.03 0.29  -0.475
S: 4.07 0.33 0.08  -0.046
H: 1.32 -0.16 -1.42  0.208
H: 2.07 -1.75 -0.78  0.223
H: 0.40 -1.06 -0.28  0.214
H: 2.11 -0.39 1.28  0.205
H: 1.82 1.20 0.23  0.204
H: 3.77 1.09 -0.93  0.107


No. 2
Here is a cluster of 6 separate species, C9H27INO5 in total from OMol25. Energies are from ωB97M-V/def2-TZVPD.

Computed properties:
HOMO = -5.107 eV
energy above the lowest of the compared OMol25 structures with the same formula, charge and spin = 44.6 kcal per mole
total charge = -1
total energy = -1087.7855 Eh
HOMO-LUMO gap = 7.766 eV

Each line ends with the natural charge from an NBO analysis.
Atoms and positions in Å:
I: -8.38 4.65 -3.97  -0.917
O: -9.70 3.91 -0.77  -0.964
H: -9.26 4.31 -1.52  0.488
H: -10.22 3.20 -1.15  0.458
O: -5.86 2.29 -2.17  -0.942
H: -6.49 2.78 -2.70  0.488
H: -6.00 1.37 -2.41  0.448
O: -6.15 4.90 -1.00  -0.941
H: -5.43 5.53 -1.02  0.453
H: -6.78 5.22 -1.65  0.481
O: -5.54 4.13 -5.74  -0.973
H: -5.84 3.85 -6.60  0.451
H: -6.34 4.25 -5.23  0.487
C: -14.49 4.08 -5.48  -0.654
C: -13.48 3.13 -5.97  0.101
C: -14.13 2.16 -7.10  -0.381
C: -14.22 2.96 -8.50  -0.399
C: -12.75 3.39 -8.84  -0.426
C: -12.10 4.30 -7.84  0.104
N: -12.25 3.77 -6.42  -0.189
O: -11.82 4.71 -5.48  -0.616
C: -10.55 4.32 -8.13  -0.612
C: -12.71 5.67 -8.00  -0.625
C: -13.06 2.06 -4.95  -0.603
H: -14.26 5.10 -5.76  0.233
H: -15.52 3.78 -5.66  0.204
H: -14.50 4.17 -4.39  0.222
H: -13.62 1.26 -7.44  0.201
H: -15.12 1.85 -6.78  0.194
H: -14.54 2.25 -9.26  0.200
H: -14.94 3.76 -8.32  0.199
H: -13.04 3.85 -9.79  0.214
H: -12.08 2.63 -9.25  0.216
H: -10.23 3.59 -8.87  0.194
H: -9.95 4.19 -7.23  0.243
H: -10.17 5.21 -8.65  0.200
H: -12.27 6.47 -7.41  0.230
H: -13.77 5.51 -7.80  0.199
H: -12.55 5.94 -9.04  0.198
H: -13.84 1.72 -4.28  0.195
H: -12.53 1.22 -5.41  0.209
H: -12.31 2.49 -4.28  0.223
H: -10.94 4.52 -5.16  0.508


No. 3
Here is a structure of composition C11H13AgN4S3Se from OMol25. Energies are from ωB97M-V/def2-TZVPD.

Computed properties:
HOMO = -6.748 eV
energy above the lowest of the compared OMol25 structures with the same formula, charge and spin = 12.8 kcal per mole
total energy = -4388.9886 Eh
HOMO-LUMO gap = 6.588 eV

Each line ends with the natural charge from an NBO analysis.
Atoms and positions in Å:
Ag: 0.40 0.29 0.33  0.776
Se: -3.94 2.14 0.40  -0.270
C: -2.57 1.04 0.17  0.134
N: -1.68 0.30 0.00  -0.767
N: 3.21 1.96 -1.35  -0.783
C: 3.13 1.67 -0.03  0.325
S: 1.87 2.33 0.88  -0.294
N: 4.13 0.87 0.41  -0.593
C: 4.40 0.27 1.67  0.229
C: 3.81 0.63 2.87  -0.266
C: 4.16 -0.05 4.03  -0.184
C: 5.10 -1.07 4.01  -0.221
C: 5.70 -1.42 2.80  -0.193
C: 5.35 -0.75 1.64  -0.261
H: 2.46 2.50 -1.74  0.426
H: 3.84 1.49 -1.97  0.390
H: 4.76 0.55 -0.31  0.389
H: 3.08 1.43 2.91  0.254
H: 3.69 0.23 4.97  0.220
H: 5.36 -1.60 4.92  0.218
H: 6.43 -2.21 2.76  0.218
H: 5.80 -1.04 0.70  0.205
S: 2.04 -1.53 -0.50  -0.276
C: 0.98 -2.80 -0.74  -0.041
N: 0.56 -3.24 -1.93  -0.566
C: -0.59 -4.15 -1.93  -0.227
C: -0.52 -4.88 -0.60  -0.539
S: 0.24 -3.69 0.55  0.367
H: 0.77 -2.67 -2.73  0.422
H: -0.52 -4.84 -2.77  0.220
H: -1.51 -3.58 -2.01  0.216
H: 0.12 -5.76 -0.65  0.224
H: -1.50 -5.16 -0.23  0.248


No. 4
Here is a cluster of 2 separate species, CH3N3S in total from OMol25. Energies are from ωB97M-V/def2-TZVPD.

Computed properties:
HOMO = -8.865 eV
energy above the lowest of the compared OMol25 structures with the same formula, charge and spin = 17.0 kcal per mole
total energy = -602.2678 Eh
SMILES = [H]/N=N/[H].N=C=S
HOMO-LUMO gap = 9.654 eV

Each line ends with the natural charge from an NBO analysis.
Atoms and positions in Å:
H: 2.40 0.75 -0.64  0.321
N: 1.77 0.15 -0.10  -0.343
N: 1.88 -1.10 -0.15  -0.296
H: 1.00 -1.56 0.30  0.316
N: -1.68 1.07 0.53  -0.641
C: -1.79 0.07 -0.08  0.217
S: -1.58 -1.33 -0.65  -0.005
H: -2.01 1.95 0.79  0.431


No. 5
Here is a structure of composition C70H69As2CsN3O2P from OMol25. Energies are from ωB97M-V/def2-TZVPD.

Computed properties:
HOMO = -0.916 eV
energy above the lowest of the compared OMol25 structures with the same formula, charge and spin = 63.8 kcal per mole
total charge = -2
total energy = -7856.4274 Eh
HOMO-LUMO gap = 4.494 eV

Each line ends with the Löwdin charge.
Atoms and positions in Å:
Cs: 0.15 0.34 0.06  0.686
N: 2.94 -2.18 -2.43  -0.137
P: 1.53 -1.26 -2.63  0.983
C: 0.90 -1.98 -4.23  -0.331
C: -0.46 -2.21 -4.38  -0.094
C: -0.96 -2.78 -5.55  -0.075
C: -0.10 -3.11 -6.58  -0.107
C: 1.27 -2.86 -6.45  -0.101
C: 1.76 -2.29 -5.28  -0.091
C: 2.13 0.29 -3.39  -0.326
C: 1.03 1.09 -4.06  -0.223
C: 1.19 3.36 -5.41  -0.031
C: 2.45 3.79 -5.37  -0.046
C: 3.76 2.11 -3.84  -0.280
C: 3.37 0.76 -3.30  -0.052
C: 3.32 -2.64 -1.14  -0.494
C: 4.59 -3.20 -1.00  -0.112
C: 4.84 -3.85 0.24  -0.164
C: 3.99 -3.73 1.28  -0.094
C: 2.82 -2.77 1.16  -0.337
N: 2.40 -2.53 -0.21  0.028
H: 3.72 -2.03 -3.05  0.077
H: -1.14 -1.92 -3.60  0.080
H: -2.02 -2.95 -5.65  0.104
H: -0.48 -3.56 -7.49  0.090
H: 1.94 -3.10 -7.26  0.091
H: 2.82 -2.08 -5.20  0.098
H: 0.28 0.40 -4.44  0.113
H: 0.23 3.84 -5.52  0.098
H: 2.91 4.76 -5.45  0.092
H: 4.83 2.12 -4.03  0.122
H: 4.13 0.22 -2.73  0.103
H: 5.26 -3.29 -1.84  0.061
H: 5.72 -4.48 0.35  0.084
H: 4.16 -4.23 2.23  0.075
H: 1.95 -3.18 1.70  0.100
C: -2.43 4.34 -1.28  -0.290
As: -2.02 2.95 0.05  1.093
C: -3.84 2.24 0.22  -0.281
C: -2.03 4.11 1.64  -0.407
C: -3.08 4.99 1.88  -0.123
C: -3.10 5.80 3.01  -0.104
C: -2.05 5.74 3.91  -0.101
C: -0.99 4.88 3.68  -0.121
C: -0.97 4.05 2.55  -0.409
As: 0.56 2.86 2.21  1.106
C: 1.47 2.98 3.94  -0.321
C: 1.62 4.26 1.31  -0.304
H: -3.39 4.81 -1.08  0.016
H: -2.44 3.86 -2.26  -0.002
H: -1.64 5.09 -1.27  0.025
H: -4.57 3.04 0.34  0.016
H: -3.89 1.57 1.08  0.011
H: -4.08 1.68 -0.69  0.014
H: -3.91 5.04 1.18  0.082
H: -3.94 6.47 3.18  0.091
H: -2.06 6.37 4.80  0.092
H: -0.18 4.84 4.39  0.090
H: 1.96 3.95 4.07  0.031
H: 2.21 2.19 3.98  0.006
H: 0.75 2.81 4.74  -0.043
H: 1.75 5.11 1.98  0.019
H: 1.10 4.59 0.41  0.004
H: 2.59 3.86 1.02  0.012
C: -5.80 -4.53 1.10  -0.131
C: -5.01 -4.40 2.25  -0.115
C: -4.17 -3.31 2.40  -0.057
C: -4.09 -2.32 1.43  -0.230
C: -4.88 -2.46 0.29  -0.057
C: -5.72 -3.55 0.12  -0.104
C: -3.18 -1.15 1.58  -0.146
C: -2.59 -0.79 2.70  -0.031
C: -1.75 0.08 3.35  -0.300
C: -2.22 1.23 4.08  -0.077
C: -1.43 1.87 5.00  -0.137
C: -0.10 1.50 5.22  -0.234
C: 0.44 0.50 4.40  -0.154
C: -0.33 -0.16 3.47  -0.135
H: -6.45 -5.39 0.97  0.082
H: -5.06 -5.16 3.02  0.087
H: -3.56 -3.20 3.29  0.101
H: -4.81 -1.70 -0.49  0.096
H: -6.32 -3.63 -0.78  0.092
H: -3.02 -0.60 0.65  0.063
H: -3.26 1.52 3.95  0.100
H: -1.85 2.70 5.56  0.098
H: 0.51 2.00 5.96  0.099
H: 1.49 0.24 4.48  0.079
H: 0.11 -0.96 2.88  0.075
C: -5.79 1.37 -4.90  -0.125
C: -4.79 2.34 -5.02  -0.106
C: -3.59 2.19 -4.35  -0.050
C: -3.36 1.08 -3.53  -0.223
C: -4.36 0.12 -3.42  -0.041
C: -5.56 0.26 -4.10  -0.099
C: -2.08 0.89 -2.81  -0.138
C: -1.01 1.65 -2.95  -0.071
C: 0.31 1.92 -2.98  -0.296
C: 0.96 2.93 -2.21  -0.143
C: 2.30 3.40 -2.14  -0.160
C: 3.49 3.14 -2.75  -0.110
C: 3.04 2.40 -5.17  -0.206
C: 1.56 1.89 -5.25  -0.180
H: -6.73 1.48 -5.43  0.085
H: -4.96 3.21 -5.65  0.090
H: -2.80 2.93 -4.45  0.101
H: -4.17 -0.76 -2.81  0.095
H: -6.33 -0.50 -4.00  0.094
H: -2.09 0.01 -2.16  0.061
H: 0.27 3.49 -1.58  0.030
H: 2.40 4.19 -1.40  0.070
H: 4.35 3.68 -2.39  0.069
H: 3.66 2.05 -6.01  0.129
H: 1.38 1.31 -6.16  0.138
C: 3.49 -1.19 6.09  -0.098
C: 2.97 -2.36 5.49  -0.084
C: 2.88 -2.46 4.13  -0.022
C: 3.30 -1.40 3.29  -0.111
C: 3.22 -1.47 1.86  -0.111
C: 3.59 -0.38 1.12  -0.045
C: 4.08 0.80 1.73  -0.064
C: 4.22 0.87 3.08  -0.068
C: 3.81 -0.22 3.90  -0.195
C: 3.90 -0.15 5.31  -0.062
H: 3.54 -1.12 7.17  0.093
H: 2.62 -3.18 6.11  0.095
H: 2.47 -3.36 3.69  0.104
H: 3.53 -0.43 0.04  0.094
H: 4.37 1.64 1.11  0.103
H: 4.62 1.75 3.56  0.108
H: 4.29 0.75 5.76  0.108
O: -2.57 -4.24 -2.54  0.105
C: -1.93 -3.34 -1.79  -0.508
O: -2.35 -2.22 -1.60  0.059
C: -0.63 -3.83 -1.20  -0.250
N: -0.25 -5.15 -1.76  -0.012
C: -0.03 -6.08 -0.63  -0.188
C: 0.25 -5.17 0.56  -0.163
C: -0.73 -4.03 0.32  -0.103
H: 0.14 -3.09 -1.39  0.084
H: 0.59 -5.05 -2.31  0.120
H: -1.92 -4.98 -2.60  0.097
H: 0.79 -6.76 -0.86  0.111
H: -0.93 -6.67 -0.47  0.108
H: 1.27 -4.80 0.49  0.089
H: 0.11 -5.67 1.53  0.112
H: -0.47 -3.10 0.83  0.105
H: -1.75 -4.31 0.61  0.123


What is the total energy in the fourth record? -602.2678 Eh


Copy entry 1 word for word.
Here is a cluster of 2 separate species, C4H10OS in total from OMol25. Energies are from ωB97M-V/def2-TZVPD.

Computed properties:
HOMO = -8.354 eV
energy above the lowest of the compared OMol25 structures with the same formula, charge and spin = 106.5 kcal per mole
total energy = -631.6550 Eh
SMILES = C=CO.CCS
HOMO-LUMO gap = 8.418 eV

Each line ends with the natural charge from an NBO analysis.
Atoms and positions in Å:
C: -2.55 -0.73 -0.03  -0.551
C: -2.77 0.62 0.18  0.225
O: -2.58 1.36 1.34  -0.752
H: -3.18 -1.46 -0.53  0.215
H: -1.53 -1.06 -0.10  0.199
H: -3.18 1.19 -0.58  0.143
H: -3.40 1.69 1.88  0.522
C: 1.41 -0.89 -0.62  -0.640
C: 2.23 0.03 0.29  -0.475
S: 4.07 0.33 0.08  -0.046
H: 1.32 -0.16 -1.42  0.208
H: 2.07 -1.75 -0.78  0.223
H: 0.40 -1.06 -0.28  0.214
H: 2.11 -0.39 1.28  0.205
H: 1.82 1.20 0.23  0.204
H: 3.77 1.09 -0.93  0.107